{
  "formula": "C21H40F3N6O9SV",
  "method": "the ωB97M-V functional and the def2-TZVPD basis",
  "s2": 2.0143,
  "homo_lumo_gap_ev": [7.4, 7.9],
  "multiplicity": 3,
  "mol_weight_g_mol": 660.6,
  "elements": ["V", "N", "O", "O", "O", "N", "O", "O", "O", "C", "F", "F", "F", "S", "O", "O", "O", "N", "C", "C", "C", "C", "H", "H", "H", "H", "H", "N", "C", "C", "C", "C", "H", "H", "H", "H", "H", "C", "C", "N", "C", "C", "C", "C", "H", "H", "H", "H", "H", "H", "H", "H", "H", "H", "H", "H", "H", "H", "H", "C", "C", "N", "C", "C", "C", "C", "H", "H", "H", "H", "H", "H", "H", "H", "H", "H", "H", "H", "H", "H", "H"],
  "xyz": [[1.5171, -2.9982, -0.7955], [3.0347, -4.5444, 0.7987], [3.7904, -5.1308, 1.5162], [2.3678, -3.5088, 1.1155], [2.9113, -4.7278, -0.4574], [0.1232, -0.7694, -0.4709], [-0.2303, 0.3856, -0.3968], [-0.0800, -1.5437, -1.4249], [1.0730, -1.2063, 0.2806], [-1.9915, -4.4324, -2.3467], [-2.3569, -3.2219, -2.0041], [-2.8308, -5.3179, -1.8208], [-1.9900, -4.5831, -3.6652], [-0.2340, -4.8567, -1.7683], [0.0067, -6.2663, -1.7899], [0.7182, -3.9574, -2.4643], [-0.0069, -4.3386, -0.3991], [2.2748, 2.5104, -0.7094], [2.2950, 2.0456, 0.5758], [3.6054, 1.9802, 0.9819], [4.4019, 2.4443, -0.1021], [3.5526, 2.7858, -1.1146], [1.4631, 2.7079, -1.2672], [1.3997, 1.6432, 1.0177], [3.9700, 1.5915, 1.9175], [5.4785, 2.3825, -0.1102], [3.6773, 3.1454, -2.1226], [-3.3051, 4.8502, -1.6837], [-3.0282, 3.6873, -2.3370], [-2.2567, 2.9328, -1.4946], [-1.9214, 3.6948, -0.3609], [-2.6076, 4.8829, -0.4871], [-3.8700, 5.6254, -1.9720], [-3.4643, 3.4677, -3.2965], [-1.9343, 1.9123, -1.6461], [-1.2135, 3.4655, 0.4171], [-2.5174, 5.7834, 0.0981], [3.7142, 0.1597, -3.1995], [2.7516, -0.6713, -2.3569], [3.1170, -2.0994, -2.0331], [4.4314, -2.1227, -1.3935], [4.5366, -1.3718, -0.0764], [3.2069, -2.8047, -3.3466], [3.5840, -4.2859, -3.2933], [3.9623, -0.3061, -4.1502], [4.7057, 0.3622, -2.7828], [3.2847, 1.1533, -3.2971], [2.3337, -0.1405, -1.5018], [1.8526, -0.7413, -2.9827], [4.7494, -3.1429, -1.1601], [5.2203, -1.7980, -2.0798], [5.5437, -1.4598, 0.3296], [4.2841, -0.3173, -0.2054], [3.8672, -1.6561, 0.7394], [3.9524, -2.3384, -3.9895], [2.2505, -2.7246, -3.8602], [2.7825, -4.9432, -2.9705], [4.4903, -4.5300, -2.7406], [3.8223, -4.6020, -4.3134], [-2.2415, 0.6798, 2.5971], [-3.0489, 1.9115, 3.0402], [-4.3892, 1.6538, 3.5445], [-4.9799, 2.9358, 3.9269], [-5.2839, 3.8225, 2.7070], [-4.3935, 0.7325, 4.6874], [-5.7834, 0.1936, 4.9796], [-2.7547, 0.2033, 1.7609], [-2.0194, -0.0140, 3.4088], [-1.2457, 0.9831, 2.2672], [-2.4206, 2.3869, 3.8128], [-3.1399, 2.5186, 2.1425], [-4.3609, 3.5164, 4.6324], [-5.8935, 2.8107, 4.5101], [-4.4006, 4.3545, 2.3543], [-5.9769, 4.6005, 3.0426], [-5.7418, 3.3154, 1.8605], [-3.7275, -0.0805, 4.4062], [-4.0044, 1.2213, 5.5941], [-6.4593, 0.9642, 5.3505], [-6.2245, -0.2575, 4.0895], [-5.7750, -0.5924, 5.7379]],
  "forces_ev_per_a": [[-0.1, -0.6, 0.7], [0.6, 1.3, -1.2], [-0.9, 0.0, -0.3], [-0.8, 0.7, 1.0], [-0.1, -0.7, -0.7], [2.9, 1.6, -0.3], [-0.9, -1.2, 0.1], [-0.9, -0.9, -0.7], [0.0, -0.6, 0.7], [0.4, -0.9, 0.0], [0.2, 0.1, -0.1], [0.2, 0.2, 0.1], [0.0, 0.3, -0.1], [1.7, -0.7, 2.3], [-1.0, 0.7, -1.3], [0.1, 0.2, -1.8], [-1.4, 0.4, 1.4], [0.2, 0.2, 0.1], [-0.1, -0.5, 0.1], [-0.3, 0.1, -0.3], [0.3, -0.3, 0.3], [-0.3, -0.1, -0.5], [-0.2, 0.0, 0.2], [0.0, 0.3, 0.2], [-0.1, 0.0, 0.0], [0.0, 0.4, -0.2], [0.4, 0.1, 0.1], [0.8, 0.7, 1.1], [-0.6, -0.3, 0.3], [0.7, -1.0, -0.5], [-0.5, 0.9, 0.0], [0.3, -0.1, -0.4], [-0.1, -0.1, -0.4], [-0.1, -0.1, 0.1], [0.0, 0.1, -0.3], [-0.1, -0.2, 0.1], [-0.3, 0.0, 0.0], [1.0, 0.0, 0.6], [-1.2, 0.0, -0.8], [-0.2, 0.8, -0.4], [1.2, -0.9, 1.3], [-0.4, 1.0, 0.1], [0.2, -1.1, -0.2], [0.2, -0.4, -0.4], [-0.5, 0.2, -0.3], [-0.2, -0.2, 0.6], [-0.2, -0.1, -0.5], [0.9, 0.0, 0.4], [0.1, -0.3, 0.0], [-0.5, -0.2, -0.3], [-0.3, 0.4, -0.2], [0.1, 0.1, -0.2], [0.4, 0.1, -0.1], [-0.1, -0.6, -0.3], [0.1, 0.4, 0.2], [-0.1, 0.2, 0.1], [0.0, 0.1, 0.2], [-0.1, 0.3, 0.2], [-0.1, 0.2, -0.1], [-0.1, 0.2, 0.0], [0.9, -0.9, 0.0], [-0.1, 0.2, 0.7], [-0.4, 0.3, -0.6], [-0.1, 0.6, 0.6], [-0.1, 0.1, -0.4], [-0.2, -0.3, 0.0], [0.1, -0.3, 0.1], [-0.3, -0.2, -0.1], [-0.1, 0.3, -0.2], [-0.2, 0.5, -0.1], [0.1, 0.4, 0.2], [0.5, -0.1, -0.1], [-0.1, -0.5, -0.3], [0.1, -0.1, -0.1], [0.0, 0.0, -0.1], [0.0, -0.3, 0.1], [-0.1, -0.1, 0.3], [0.2, 0.0, 0.0], [0.0, 0.0, -0.1], [0.0, 0.2, -0.1], [0.2, 0.1, 0.1]],
  "lowdin_spin": [1.964, 0.005, 0.015, -0.015, -0.016, 0.006, 0.019, -0.011, -0.006, 0.001, 0.000, 0.000, 0.000, 0.007, -0.002, -0.003, 0.019, 0.000, 0.000, 0.000, 0.000, 0.000, 0.000, 0.000, 0.000, 0.000, 0.000, 0.000, 0.000, 0.000, 0.000, 0.000, 0.000, 0.000, 0.000, 0.000, 0.000, 0.001, 0.004, 0.002, 0.004, 0.002, 0.001, 0.000, 0.000, 0.000, 0.000, 0.000, 0.000, 0.000, 0.000, 0.000, 0.000, 0.001, 0.000, 0.000, 0.000, 0.000, 0.000, 0.000, 0.000, 0.000, 0.000, 0.000, 0.000, 0.000, 0.000, 0.000, 0.000, 0.000, 0.000, 0.000, 0.000, 0.000, 0.000, 0.000, 0.000, 0.000, 0.000, 0.000, 0.000]
}